[1]
# CHCl3

The molecule CHCl3 (wB97M-V/def2-TZVPD, OMol25).

* max |F|: 0.48 eV/Å
* electronic energy: -38620.3523 eV
* orbital gap: 11.9 eV
* HOMO energy: -11.20 eV
* energy above the lowest of the compared OMol25 structures with the same formula, charge and spin: 0.3 kJ/mol
* charge: 0

Geometry (Å):
Cl  0.307  1.650  -0.431
C  0.008  0.004  0.101
Cl  -1.590  -0.564  -0.430
Cl  1.282  -1.094  -0.431
H  -0.007  0.003  1.191

[2]
# C16H12N2O6Pt

A structure of composition C16H12N2O6Pt at a distorted geometry (wB97M-V/def2-TZVPD, OMol25).

* max |F|: 5.94 eV/Å
* <S²>: 2.0334
* electronic energy: -35280.1700 eV
* orbital gap (spin up / spin down): 8.9 / 5.7 eV
* HOMO energy (spin up / spin down): -15.29 / -15.16 eV
* energy above the lowest of the compared OMol25 structures with the same formula, charge and spin: 0.0 kJ/mol
* charge: +2
* 2S+1: 3

Geometry (Å):
O  -0.044  4.589  0.536
C  0.065  3.857  -0.338
Pt  -0.039  -1.073  -1.179
O  -0.017  0.817  -3.660
C  -0.024  0.103  -2.750
C  -0.057  -2.960  -0.762
O  -0.048  -4.120  -0.716
C  -1.835  -0.496  -0.607
O  -2.834  0.017  -0.326
C  1.813  -0.600  -0.675
O  2.852  -0.139  -0.464
C  -0.040  -0.954  6.728
N  0.211  -1.148  5.310
N  0.053  -0.150  4.428
C  0.140  -0.630  3.114
O  0.060  0.106  2.110
C  0.323  -2.048  3.297
C  0.346  -2.317  4.644
C  0.500  -3.597  5.372
C  -0.029  1.203  4.816
C  0.876  1.720  5.747
C  0.744  3.046  6.138
C  -0.270  3.842  5.588
C  -1.165  3.310  4.649
C  -1.008  2.001  4.218
H  -0.127  -1.938  7.193
H  -0.971  -0.397  6.898
H  0.787  -0.417  7.205
H  0.416  -2.738  2.479
H  1.389  -3.596  6.023
H  -0.378  -3.827  5.996
H  0.618  -4.408  4.641
H  1.667  1.072  6.144
H  1.449  3.447  6.870
H  -0.352  4.887  5.885
H  -1.978  3.911  4.245
H  -1.627  1.557  3.438

[3]
# C30H44IMnN6O4

A structure of composition C30H44IMnN6O4 at a distorted geometry (wB97M-V/def2-TZVPD, OMol25).

* max |F|: 7.48 eV/Å
* <S²>: 8.7542
* electronic energy: -88375.0818 eV
* orbital gap (spin up / spin down): 5.6 / 5.6 eV
* HOMO energy (spin up / spin down): -3.97 / -3.97 eV
* energy above the lowest of the compared OMol25 structures with the same formula, charge and spin: 68.2 kJ/mol
* charge: -1
* 2S+1: 6

Geometry (Å):
Mn  0.193  -0.237  1.032
I  -2.177  1.025  0.481
C  3.876  1.567  0.172
C  5.206  1.059  -0.171
C  5.371  -0.545  -0.172
O  6.472  -0.952  -0.628
C  4.226  -1.305  0.400
C  3.029  -0.656  0.677
C  2.850  0.834  0.499
O  1.717  1.392  0.655
O  2.113  -1.353  1.256
O  6.233  1.667  -0.585
H  3.857  2.642  0.266
H  4.361  -2.367  0.538
C  0.067  5.834  1.991
C  -1.292  5.265  2.442
C  -2.110  4.695  1.309
C  -2.703  5.597  0.304
N  -3.259  6.359  -0.435
H  0.613  6.293  2.815
H  0.058  6.507  1.132
H  0.720  5.022  1.672
H  -1.822  5.921  3.132
H  -0.953  4.433  3.058
H  -2.864  4.025  1.722
H  -1.521  4.052  0.654
C  0.476  5.611  -3.400
C  -0.040  5.279  -2.068
C  0.724  4.194  -1.337
C  2.170  4.463  -1.015
N  3.281  4.760  -0.762
H  0.243  4.794  -4.083
H  1.511  5.856  -3.165
H  -0.116  6.406  -3.853
H  -1.103  5.048  -2.118
H  -0.114  6.133  -1.394
H  0.488  3.194  -1.700
H  0.299  4.054  -0.343
C  -3.237  -1.440  3.892
C  -2.883  -0.514  5.013
C  -1.397  -0.533  5.502
C  -0.590  -0.400  4.337
N  0.105  -0.176  3.387
H  -4.242  -1.132  3.603
H  -3.242  -2.518  4.053
H  -2.609  -1.168  3.044
H  -3.485  -0.796  5.876
H  -3.141  0.515  4.763
H  -1.170  -1.554  5.806
H  -1.053  0.235  6.195
C  3.490  -5.711  -2.820
C  2.370  -4.838  -2.280
C  2.794  -4.218  -0.937
C  3.456  -5.150  0.011
N  3.903  -5.924  0.813
H  3.835  -6.251  -1.938
H  4.333  -5.179  -3.259
H  3.239  -6.553  -3.465
H  1.463  -5.412  -2.091
H  2.019  -4.033  -2.926
H  1.920  -3.748  -0.487
H  3.526  -3.431  -1.118
C  -4.104  -2.915  -0.168
C  -3.873  -3.606  1.224
C  -2.508  -4.167  1.635
C  -1.452  -3.199  1.605
N  -0.558  -2.390  1.546
H  -3.974  -3.724  -0.887
H  -3.365  -2.190  -0.510
H  -5.112  -2.516  -0.053
H  -4.687  -4.288  1.472
H  -3.861  -2.807  1.965
H  -2.210  -4.879  0.865
H  -2.547  -4.748  2.556
C  -2.329  -1.386  -3.703
C  -1.029  -1.576  -4.507
C  0.213  -0.999  -3.978
C  0.325  -1.098  -2.504
N  0.385  -1.092  -1.316
H  -2.486  -2.278  -3.096
H  -3.057  -1.126  -4.471
H  -2.264  -0.520  -3.043
H  -1.203  -1.196  -5.514
H  -1.037  -2.663  -4.583
H  0.102  0.081  -4.074
H  1.148  -1.358  -4.410

[4]
# C3H5N3

A cluster of 2 separate species, C3H5N3 in total at a distorted geometry (wB97M-V/def2-TZVPD, OMol25).

* max |F|: 1.01 eV/Å
* electronic energy: -7657.4062 eV
* orbital gap: 8.4 eV
* HOMO energy: -9.00 eV
* energy above the lowest of the compared OMol25 structures with the same formula, charge and spin: 487.2 kJ/mol
* charge: 0

Geometry (Å):
C  -1.610  -0.348  -0.142
N  -0.225  0.076  -0.055
C  1.592  1.797  0.107
N  2.521  1.103  0.171
N  1.990  -0.922  0.081
C  0.732  -0.758  -0.002
H  -1.766  -1.165  -0.858
H  -2.211  0.501  -0.479
H  -2.003  -0.664  0.834
H  0.806  2.521  0.051
H  0.714  -1.908  -0.039

Q: Which formula does entry 1 have?
A: CHCl3

Q: The highest energy above the lowest of the compared OMol25 structures with the same formula, charge and spin belongs to which entry?
A: C3H5N3

Q: What is the energy above the lowest of the compared OMol25 structures with the same formula, charge and spin in the first record?
A: 0.3 kJ/mol

Q: Which of these has the highest electronic energy?
A: C3H5N3